Molecular formula: C8H25BCeN2O2P2
Method: DFT, ωB97M-V/def2-TZVPD

XYZ file:
```
41
Properties=species:S:1:pos:R:3:forces:R:3
Ce -0.370342 0.293804 0.920551 -1.49 0.64 1.60
H -4.802321 2.306840 -0.955211 -0.21 0.14 0.31
H 1.019283 -0.094614 -0.779974 0.23 -0.67 -1.57
P 1.344896 2.275467 -0.241736 0.46 1.57 -0.35
P -1.064652 -2.397165 0.348094 -0.83 -1.73 0.18
C -2.530305 -2.235477 1.461958 0.11 0.50 0.16
H -2.955063 -3.238114 1.617520 0.08 0.35 -0.05
H -2.243369 -1.816711 2.442950 -0.09 -0.23 -0.25
H -3.299875 -1.583774 1.021573 0.12 -0.21 0.06
C -1.829216 -3.051541 -1.171704 -0.12 0.07 -0.52
H -1.124996 -3.700093 -1.712510 -0.16 0.17 0.16
H -2.731000 -3.634776 -0.938291 0.33 0.07 0.06
H -2.126646 -2.233557 -1.838282 -0.01 -0.32 0.19
C -0.243488 -3.854045 1.072493 0.44 -0.05 0.33
H 0.378963 -3.532490 1.922379 -0.20 -0.22 -0.21
H -0.986735 -4.580857 1.438721 0.24 0.28 -0.22
H 0.407239 -4.345708 0.336290 -0.16 0.16 0.18
C 0.481826 3.414082 -1.379228 -0.23 0.22 -0.32
H 0.999514 4.382200 -1.454215 -0.02 -0.32 0.13
H 0.381492 2.994417 -2.384161 0.13 0.10 0.22
H -0.537354 3.610310 -1.015756 0.24 -0.06 -0.02
C 1.478724 3.340384 1.236185 0.02 -0.16 0.56
H 1.973924 2.808706 2.059164 -0.01 0.15 -0.15
H 2.055636 4.245873 1.002284 -0.17 -0.25 -0.01
H 0.490973 3.649486 1.600666 0.11 -0.02 -0.11
C 3.058649 2.199707 -0.831591 0.63 -0.26 -0.07
H 3.120274 2.048969 -1.916167 -0.12 0.07 0.16
H 3.602534 3.125147 -0.582884 -0.31 -0.24 -0.14
H 3.600776 1.371025 -0.354160 -0.12 0.22 -0.06
C 1.908090 -0.769141 0.928536 5.29 -2.54 -0.55
O 2.954173 -1.265338 0.770202 -4.49 2.13 0.77
H 1.563222 -0.257072 -2.329247 0.16 0.13 -0.15
H 0.688580 -1.522062 -1.738955 0.04 0.49 0.05
H -1.418360 -0.611076 -2.652953 0.06 0.20 0.30
H -0.312467 1.169748 -2.909376 -0.25 -0.07 0.19
B -0.519941 0.119742 -2.399592 -0.22 0.35 -0.59
N 0.723333 -0.493336 -1.803462 0.42 -0.61 0.87
H -4.388824 2.041624 -1.497984 0.23 -0.15 -0.30
O 0.881637 -0.266549 5.319575 -1.10 0.46 -2.41
C 0.416832 -0.061280 4.250048 0.87 -0.32 1.87
N -0.045620 0.147244 3.138250 0.08 -0.05 -0.30
```
Forces are in eV/Å.

Values from the calculation:
LUMO level (spin up / spin down)	-8.034 / -8.249	eV
multiplicity	3
Kohn-Sham gap (spin up / spin down)	5.9 / 8.1	eV
net charge	+2
total energy	-47942.0913	eV
HOMO energy (spin up / spin down)	-13.921 / -16.337	eV